# 1
The following is a quantum chemistry calculation of a structure of composition C7H8O, from the Open Molecules 2025 dataset.

The calculation puts the largest force on an atom at 0.20174 hartree/bohr. The relative energy (zero: lowest compared OMol25 entry of this formula, charge and spin) comes out at 178.7 kcal per mole. Its frontier orbital gap is 10.28 eV.

Last column: natural (NBO) charge in e.
Geometry (Å):
C -2.58086 -0.88610 -1.16669  -0.24
C -1.37873 -0.80458 -0.73031  0.02
C -0.17266 -0.14313 -0.12966  -0.18
C -0.14382 -0.23872 1.29718  -0.07
C 1.43057 0.68730 0.14983  0.07
C 0.06766 1.15571 -0.51274  -0.40
C 1.28637 -0.47826 -0.57596  -0.41
H -3.48048 -1.31099 -1.40146  0.22
H -0.32873 -1.32022 1.49498  0.18
H -0.81681 0.49603 1.57128  0.19
H 2.13308 1.54135 0.25181  0.22
H 0.29285 1.16611 -1.71064  0.20
H -0.25484 2.35129 -0.37953  0.25
H 1.45534 -0.13214 -1.63721  0.23
H 1.86684 -1.29379 -0.12334  0.23
O 1.01020 0.34363 1.49303  -0.51

Atoms 1-6, force components in eV/Å:
C 7.82 0.41 2.79
C -5.76 0.35 -1.94
C -5.35 -6.85 -4.23
C -2.76 -2.70 -0.20
C 0.98 7.70 2.98
C 3.20 8.79 -4.50


# 2
The following is a quantum chemistry calculation of the molecule C7H8O2, from the Open Molecules 2025 dataset.

The calculation puts the largest force on an atom at 0.03739 hartree/bohr. The relative energy (zero: lowest compared OMol25 entry of this formula, charge and spin) comes out at 109.6 kcal per mole. Its frontier orbital gap (alpha / beta) is 7.48 / 7.52 eV.

Last column: natural (NBO) charge in e.
Geometry (Å):
C -1.35919 1.48362 -0.27141  0.58
C -1.58941 -2.63019 0.83280  -0.38
C -0.84400 -1.55251 1.16955  -0.31
C -0.17862 1.84881 -1.05661  -0.57
C 1.12993 1.37286 -0.40718  -0.41
C 1.12720 -0.10592 -0.05358  0.04
C -0.06815 -0.82977 0.27813  0.26
O -2.44167 1.88307 -0.02063  -0.48
O 0.48459 -1.00956 -0.96429  -0.48
H -2.20391 -3.13612 1.55361  0.20
H -1.57097 -3.01988 -0.16965  0.19
H -0.87549 -1.14941 2.17444  0.23
H -0.31035 1.32036 -2.00787  0.27
H -0.12401 2.92544 -1.25494  0.24
H 1.95463 1.57050 -1.09585  0.22
H 1.31351 1.93480 0.51171  0.22
H 2.08943 -0.46607 0.30933  0.19

Atoms 1-6, force components in eV/Å:
C -0.74 -1.30 1.21
C 0.05 -0.09 -0.01
C -0.10 -0.15 -0.01
C 0.61 0.39 -0.49
C -0.32 -0.31 -0.08
C 0.28 0.66 0.71


# 3
The following is a quantum chemistry calculation of a cluster of 2 separate species, C7H8O2 in total, from the Open Molecules 2025 dataset.

The calculation puts the largest force on an atom at 0.22483 hartree/bohr. The relative energy (zero: lowest compared OMol25 entry of this formula, charge and spin) comes out at 158.8 kcal per mole. Its frontier orbital gap is 8.87 eV.

Last column: natural (NBO) charge in e.
Geometry (Å):
C -1.64628 -0.11169 1.13120  -0.65
C -0.74794 -0.01573 -0.14907  0.09
C 0.15757 1.12509 -0.02386  -0.20
C 1.46998 1.28767 -0.06634  -0.24
C 2.10545 -0.12621 0.06098  0.47
C 1.37024 -1.28388 0.00234  -0.37
C 0.14508 -1.22159 -0.31275  -0.03
H -0.74972 -0.29501 1.90694  0.27
H -1.95901 1.06917 1.27939  0.23
H -2.59388 -0.83481 0.84399  0.24
H -2.63723 0.16656 -0.92641  0.45
H -0.44694 2.08940 -0.32107  0.21
H 1.98398 2.31296 -0.47919  0.27
H 1.94345 -2.20521 -0.19464  0.25
H -0.35927 -2.13104 -1.09376  0.23
O -1.42672 0.13791 -1.46539  -0.67
O 3.39123 0.03641 -0.19237  -0.55

Atoms 1-6, force components in eV/Å:
C 0.50 1.98 -1.09
C 0.80 -1.61 -0.89
C -1.86 5.88 -1.92
C -0.22 -1.39 -0.30
C 8.29 7.85 -1.82
C 3.38 -3.58 0.25


# 4
The following is a quantum chemistry calculation of a cluster of 2 separate species, C7H8O3 in total, from the Open Molecules 2025 dataset.

The structure (SMILES) is C#C/C(O)=C\C=C\O.C=O. The calculation puts the largest force on an atom at 0.06586 hartree/bohr. The relative energy (zero: lowest compared OMol25 entry of this formula, charge and spin) comes out at 119.0 kcal per mole. Its frontier orbital gap is 8.15 eV.

Last column: natural (NBO) charge in e.
Geometry (Å):
C -0.44505 2.27550 1.74621  -0.17
C -0.35613 1.82124 0.63119  -0.08
C -0.81855 -0.72166 -1.07709  -0.34
C -0.36399 0.58375 -1.48148  -0.22
C 2.23896 -1.75605 0.46057  0.27
C -1.15718 -1.19084 0.13779  0.15
C -0.15627 1.67222 -0.72455  0.18
O 3.15592 -1.63388 1.22494  -0.50
O -1.69247 -2.43114 0.36356  -0.67
O 0.33001 2.77449 -1.34919  -0.65
H -0.40134 2.52897 2.72076  0.22
H -1.03049 -1.42214 -1.93718  0.22
H -0.10431 0.53017 -2.59390  0.23
H 1.42402 -2.47849 0.59785  0.11
H 2.15875 -0.99315 -0.21469  0.12
H -1.07132 -0.61506 1.03178  0.17
H -1.81765 -2.48845 1.38707  0.49
H 0.10712 3.54453 -0.92362  0.48

Atoms 1-6, force components in eV/Å:
C 0.10 -1.30 -2.68
C -0.38 0.79 2.23
C -1.16 -1.99 -0.21
C 0.64 -0.71 -1.33
C 0.16 -0.52 2.34
C 0.02 0.26 -0.59


# 5
The following is a quantum chemistry calculation of a structure of composition C7H8O3, from the Open Molecules 2025 dataset.

The calculation puts the largest force on an atom at 0.08048 hartree/bohr. The relative energy (zero: lowest compared OMol25 entry of this formula, charge and spin) comes out at 77.1 kcal per mole. Its frontier orbital gap is 10.43 eV.

Last column: natural (NBO) charge in e.
Geometry (Å):
C -1.60106 1.56812 0.28972  0.81
C -1.26147 -2.00865 0.23097  0.45
C -0.44306 0.77773 0.98279  -0.38
C -0.97386 -0.30949 0.01012  0.16
C 0.41796 0.19136 -0.10772  -0.07
C 1.50158 -0.66326 0.48704  -0.60
C 0.83973 0.97713 -1.35142  -0.61
O -2.00555 2.65276 0.48600  -0.52
O -2.14100 -2.58043 -0.33796  -0.48
O -1.94912 0.56534 -0.58004  -0.48
H -0.49347 -2.52864 0.79234  0.13
H -0.20421 0.62524 2.02969  0.25
H 1.89008 -1.27554 -0.28921  0.22
H 1.11460 -1.36467 1.29225  0.21
H 2.31604 -0.03853 1.00856  0.23
H 1.32822 0.20488 -2.06104  0.22
H 1.58780 1.82582 -0.91217  0.22
H 0.07678 1.38082 -1.96992  0.24

Atoms 1-6, force components in eV/Å:
C 2.11 -0.62 1.91
C -0.58 3.26 -1.66
C -1.75 -0.50 -1.18
C 0.04 -3.86 1.49
C -0.14 0.90 -0.73
C 0.30 0.03 2.10


# 6
The following is a quantum chemistry calculation of a structure of composition C7H8OS, from the Open Molecules 2025 dataset.

The calculation puts the largest force on an atom at 0.08086 hartree/bohr. The relative energy (zero: lowest compared OMol25 entry of this formula, charge and spin) comes out at 89.2 kcal per mole. Its frontier orbital gap is 9.40 eV.

Last column: natural (NBO) charge in e.
Geometry (Å):
C -0.52412 2.52728 -2.19775  -0.20
C -0.01301 1.64174 -1.54266  -0.07
C 1.55824 -0.02887 -0.44188  -0.20
C 0.41462 0.57107 -0.74152  -0.03
C 1.55514 -1.21598 0.48938  -0.61
C -1.04093 -0.41907 0.25151  -0.40
C -1.38441 0.29991 1.53670  -0.66
O -0.26816 -2.83991 -0.51402  -0.98
S -0.19664 -1.92549 0.64335  1.25
H -0.45528 3.21810 -3.03334  0.25
H 2.53710 0.19963 -0.80800  0.23
H 2.13488 -2.05219 0.04907  0.25
H 2.00696 -0.94796 1.48587  0.23
H -1.86437 -0.49795 -0.54041  0.27
H -1.62734 -0.41923 2.23325  0.22
H -2.27605 0.97722 1.30691  0.23
H -0.55665 0.91171 1.82355  0.23

Atoms 1-6, force components in eV/Å:
C 1.30 -0.14 -0.69
C -0.30 0.20 -0.05
C -0.99 -0.52 0.48
C -2.41 -1.99 1.96
C -0.08 0.08 0.52
C 1.85 2.24 -2.97


# 7
The following is a quantum chemistry calculation of a cluster of 2 separate species, C7H8S in total, from the Open Molecules 2025 dataset.

The structure (SMILES) is c1cc2cc-2c1.CS. The calculation puts the largest force on an atom at 0.08450 hartree/bohr. The relative energy (zero: lowest compared OMol25 entry of this formula, charge and spin) comes out at 115.0 kcal per mole. Its frontier orbital gap is 9.31 eV.

Last column: natural (NBO) charge in e.
Geometry (Å):
C -2.70992 -0.40745 0.33295  -0.14
C -1.78281 -0.68578 1.26062  -0.34
C 0.17602 -1.37365 -0.29367  -0.25
C -1.00265 -1.10497 -1.03724  0.07
C -2.28882 -0.58755 -0.98091  -0.34
C -0.57774 -1.02928 0.76207  0.08
C 2.37002 1.39936 0.40485  -0.71
S 3.81643 0.99515 -0.73197  -0.08
H -3.69938 -0.15937 0.64658  0.21
H -2.01062 -0.49754 2.37345  0.24
H 0.92867 -2.11292 -0.52193  0.24
H -2.89171 -0.42169 -1.82561  0.23
H 3.28888 1.27542 -1.87619  0.11
H 1.67469 1.46503 -0.46397  0.23
H 2.67520 2.42437 0.72106  0.22
H 2.03376 0.82087 1.22992  0.23

Atoms 1-6, force components in eV/Å:
C -1.80 0.14 -1.13
C 0.67 1.11 4.15
C -2.51 -0.60 -0.92
C 1.24 0.63 1.35
C 1.72 -0.65 0.79
C 0.81 -1.07 -1.47


# 8
The following is a quantum chemistry calculation of a cluster of 2 separate species, C7H9BO3 in total, from the Open Molecules 2025 dataset.

The structure (SMILES) is O/C=C1/C=CC=CC1.O=BO. The calculation puts the largest force on an atom at 0.10053 hartree/bohr. The relative energy (zero: lowest compared OMol25 entry of this formula, charge and spin) comes out at 68.2 kcal per mole. Its frontier orbital gap is 8.11 eV.

Last column: natural (NBO) charge in e.
Geometry (Å):
B -0.34692 1.34462 -2.82018  1.21
C -0.01576 1.27304 2.08950  -0.23
C -1.25746 0.57085 1.70460  -0.23
C 1.13466 0.97653 1.47167  -0.16
C -1.21884 -0.55328 0.91983  -0.19
C 1.17878 -0.02581 0.30148  -0.47
C -0.10384 -0.82657 0.18648  -0.23
C -0.12658 -1.87385 -0.63683  0.21
O -0.98924 0.42314 -2.29580  -0.91
O 0.24968 2.31168 -3.21703  -0.87
O 0.81713 -2.38778 -1.48867  -0.66
H -0.09489 1.96213 2.90850  0.22
H -2.20901 0.76160 2.09951  0.21
H 2.03697 1.58143 1.67406  0.22
H -2.13089 -1.05414 0.84008  0.22
H 2.05405 -0.67093 0.42736  0.22
H -1.07284 -2.41055 -0.80493  0.18
H -0.92769 0.13975 -1.39145  0.54
H 1.30209 0.54803 -0.72656  0.22
H 1.72062 -2.08990 -1.24164  0.48

Atoms 1-6, force components in eV/Å:
B 1.69 2.84 -0.77
C -0.56 -0.74 -0.73
C 1.29 -1.93 -0.73
C 0.15 0.56 -0.70
C -1.63 4.09 2.71
C -0.26 1.85 -0.69